ORCA calculation (ωB97M-V with the def2-TZVPD basis set) on a molecular structure, C38H53AsFeN3O4Si3.

Last column: Löwdin charge in e.
CARTESIAN COORDINATES (ANGSTROEM)
Fe -1.30109 0.00990 0.71572  0.762
C -1.76342 1.16337 -3.48580  -0.105
O -1.56891 2.54937 -3.26255  -0.106
C -2.09093 3.08000 -2.10038  -0.231
C -2.83415 4.23122 -2.23028  -0.027
C -3.29807 4.92226 -1.10850  -0.118
C -2.98205 4.43548 0.14110  -0.077
C -2.25040 3.25364 0.30585  -0.140
C -1.80075 2.91254 1.65645  -0.079
N -1.29539 1.77998 1.95594  -0.048
N -0.65898 1.65492 3.18106  0.077
C 0.22827 0.69540 3.08293  -0.515
O 0.47879 -0.02245 2.05002  -0.154
C 1.04135 0.44481 4.32000  -0.148
C 0.59791 0.85522 5.57525  -0.036
C 1.35787 0.59731 6.70557  -0.097
C 2.57503 -0.06684 6.59697  -0.113
C 3.02482 -0.47071 5.34821  -0.091
C 2.25730 -0.21869 4.21859  -0.038
C -1.79702 2.51426 -0.82848  -0.331
O -1.11014 1.41898 -0.75656  -0.210
H -1.50592 0.99041 -4.53185  0.082
H -2.80840 0.87946 -3.32657  0.088
H -1.12759 0.56779 -2.82851  0.041
H -3.02734 4.59381 -3.23302  0.109
H -3.87564 5.83007 -1.22405  0.085
H -3.29271 4.97326 1.03073  0.100
H -1.81304 3.69967 2.41577  0.118
H -0.34744 1.37591 5.64006  0.102
H 1.00094 0.91437 7.67793  0.093
H 3.16811 -0.26694 7.48101  0.090
H 3.97442 -0.98303 5.25257  0.095
H 2.59418 -0.52736 3.23649  0.086
C -1.67884 -3.27959 4.03515  -0.068
C -3.03645 -3.55513 4.01449  -0.081
C -3.85863 -2.81671 3.18659  -0.027
C -3.31607 -1.79968 2.39469  -0.234
N -2.00545 -1.53208 2.43579  0.096
C -1.21484 -2.25823 3.22401  -0.109
C -4.11598 -1.03695 1.41031  -0.223
C -5.51229 -1.09570 1.45038  -0.070
C -6.26650 -0.46984 0.47300  -0.118
C -5.60981 0.21931 -0.54048  -0.105
C -4.22237 0.29494 -0.54028  -0.113
C -3.41113 -0.31910 0.42781  -0.104
H -0.99148 -3.83299 4.65975  0.097
H -3.44990 -4.34695 4.62805  0.100
H -4.91356 -3.04213 3.12755  0.095
H -0.16336 -1.99689 3.19305  0.102
H -6.02485 -1.61357 2.25385  0.088
H -7.34864 -0.50996 0.50610  0.087
H -6.18185 0.71398 -1.31846  0.091
H -3.75271 0.87947 -1.32608  0.064
C -2.58750 -3.70498 -0.31887  -0.001
C -1.69474 -2.71711 -1.00887  -0.467
C -1.85656 -2.54172 -2.49763  0.008
O -0.86656 -2.06366 -0.40632  -0.022
H -2.63592 -4.64017 -0.88067  0.086
H -3.59269 -3.27375 -0.28810  0.096
H -2.24873 -3.87940 0.69983  0.079
H -2.82090 -2.90232 -2.85292  0.083
H -1.06313 -3.10122 -3.00112  0.087
H -1.72480 -1.48872 -2.74195  0.065
C 1.22967 -0.87722 -4.81200  -0.220
Si 2.36305 0.23042 -3.79512  0.239
C 2.01280 1.98338 -4.37232  -0.214
C 4.12966 -0.17299 -4.30905  -0.216
As 1.75856 0.03143 -1.53041  0.874
Si 3.01199 -1.84791 -0.88498  0.246
C 2.28380 -2.56741 0.67689  -0.212
C 4.84675 -1.54422 -0.59380  -0.218
C 2.82773 -3.20291 -2.18155  -0.224
Si 2.88706 1.89077 -0.63851  0.260
C 4.54532 2.27907 -1.44935  -0.220
C 1.71289 3.32901 -0.83877  -0.199
C 3.21934 1.66059 1.18469  -0.203
H 1.46474 -0.77422 -5.87470  0.028
H 0.18948 -0.57672 -4.66520  0.000
H 1.31695 -1.93087 -4.54545  0.010
H 2.09390 2.02564 -5.46222  0.030
H 2.71064 2.71102 -3.95436  0.010
H 1.00296 2.29153 -4.09086  0.018
H 4.23042 -0.04943 -5.39117  0.026
H 4.40497 -1.20061 -4.06418  0.007
H 4.84638 0.49104 -3.82666  0.011
H 2.35895 -1.88416 1.52523  0.006
H 2.79647 -3.50208 0.92070  0.031
H 1.22034 -2.76860 0.53108  0.009
H 5.00587 -0.66035 0.02658  0.003
H 5.38189 -1.39577 -1.53303  0.017
H 5.29308 -2.39887 -0.07817  0.025
H 1.76984 -3.44137 -2.31547  0.018
H 3.33200 -4.10759 -1.83010  0.028
H 3.24446 -2.94172 -3.15529  0.003
H 4.41845 2.70799 -2.44560  0.010
H 5.16546 1.38625 -1.53898  0.008
H 5.08959 3.00504 -0.83922  0.026
H 1.43446 3.50712 -1.87920  0.022
H 2.15636 4.24353 -0.43438  0.034
H 0.79499 3.11328 -0.28793  0.019
H 3.92877 0.85390 1.38755  0.019
H 2.29591 1.43714 1.71764  0.007
H 3.64074 2.59031 1.57738  0.037

spin multiplicity: 5
orbital gap (spin up / spin down): 6.5 / 6.7 eV
E_LUMO (spin up / spin down): 2.544 / 2.542 eV
total charge: -1
HOMO level (spin up / spin down): -3.997 / -4.201 eV
largest force on an atom: 0.5 eV Å⁻¹
expectation value of S²: 6.016


ORCA calculation (ωB97M-V with the def2-TZVPD basis set) on a molecular structure, C3H6Cl2OSi at a distorted geometry.

Last column: Löwdin charge in e.
CARTESIAN COORDINATES (ANGSTROEM)
C -0.31391 -0.28643 0.06814  -0.198
C 0.30266 0.12411 -1.34973  -0.154
C 0.83203 -0.02869 1.12615  -0.219
O 1.59800 -0.61220 -1.33991  -0.276
Si 2.34897 -0.39841 0.03786  0.029
Cl 3.58528 2.05971 -0.09252  -0.224
Cl 3.75258 -1.75053 0.27122  0.458
H -1.22606 0.11348 0.38699  0.075
H -0.61324 -1.43044 0.05254  0.144
H -0.26074 -0.35402 -2.22788  0.141
H 0.49920 1.16428 -1.52321  0.100
H 0.70683 0.93932 1.41466  0.032
H 0.60969 -0.77387 1.92129  0.091

orbital gap: 9.8 eV
E_LUMO: -0.063 eV
HOMO level: -9.848 eV
largest force on an atom: 4.1 eV Å⁻¹


ORCA calculation (ωB97M-V with the def2-TZVPD basis set) on 9 unconnected molecules or ions with the total composition C69H149N7O9 at a distorted geometry.

Last column: Löwdin charge in e.
CARTESIAN COORDINATES (ANGSTROEM)
C -1.97597 -8.80620 -2.62593  -0.062
C -0.56731 -9.18867 -3.09476  -0.493
C 0.51737 -9.52386 -2.09317  -0.062
O -0.92546 -10.34876 -3.83050  -0.070
H -1.91116 -7.86329 -2.08296  0.071
H -2.58777 -9.53022 -2.08778  0.083
H -2.47971 -8.50278 -3.54369  0.079
H -0.08121 -8.44964 -3.73165  0.137
H 0.18180 -10.23252 -1.33601  0.078
H 0.82011 -8.63607 -1.53794  0.079
H 1.36468 -9.91818 -2.65413  0.084
H -1.12189 -10.92248 -3.08629  0.076
C -2.09188 -10.58235 3.99400  -0.039
C -1.60040 -9.32677 4.80643  -0.481
C -1.21644 -9.58037 6.27293  -0.068
O -0.46641 -8.67066 4.26363  -0.065
H -1.35096 -11.37963 3.93505  0.071
H -2.34284 -10.30281 2.97078  0.073
H -2.93992 -10.93877 4.57871  0.073
H -2.38112 -8.56614 4.81085  0.130
H -0.42171 -10.32623 6.28742  0.078
H -2.08135 -9.99430 6.79128  0.071
H -0.97237 -8.71812 6.89345  0.080
H 0.20848 -9.35152 4.31415  0.078
C 0.28200 9.51565 -0.99966  -0.031
C -0.55771 8.31959 -0.49833  -0.508
C 0.16801 6.97577 -0.69210  -0.133
C 1.33546 6.82422 0.32884  -0.164
C 0.79312 6.99954 1.79548  -0.101
C -0.21745 8.21116 2.01834  -0.489
N -1.01479 8.59588 0.87379  -0.119
O -1.87590 9.75024 1.00521  0.003
C -1.20903 7.78112 3.16268  -0.032
C 0.63390 9.40080 2.44748  -0.045
C -1.77696 8.17308 -1.40923  -0.058
H 0.32698 9.52846 -2.08865  0.081
H 1.25671 9.62242 -0.52359  0.067
H -0.17650 10.48571 -0.80768  0.079
H -0.56585 6.17342 -0.61600  0.114
H 0.61511 6.84775 -1.67790  0.119
H 2.15728 7.50234 0.09893  0.097
H 1.80574 5.85086 0.18918  0.100
H 1.71052 7.15252 2.36388  0.105
H 0.39734 6.03169 2.10326  0.106
H -1.69628 8.64432 3.61609  0.073
H -2.00458 7.19209 2.70635  0.078
H -0.72212 7.19232 3.94007  0.075
H 1.41237 9.65128 1.72683  0.074
H 0.00820 10.28965 2.52834  0.080
H 1.11391 9.16513 3.39730  0.084
H -2.35991 9.09085 -1.48644  0.081
H -2.40435 7.35434 -1.05689  0.083
H -1.51054 7.88452 -2.42602  0.084
H -2.73336 9.32565 1.08318  0.098
C 0.68732 -1.67297 -5.90532  -0.030
C 0.70732 -0.65561 -7.11912  -0.472
C -0.60609 -0.86338 -7.89697  -0.126
C -1.90441 -0.14860 -7.31795  -0.167
C -1.63131 1.30442 -6.96273  -0.155
C -0.34029 1.51238 -6.13507  -0.487
N 0.78774 0.82046 -6.78733  -0.116
O 1.99186 0.96375 -6.13423  -0.021
C -0.06955 3.04590 -6.25547  -0.035
C -0.58258 1.12880 -4.65576  -0.026
C 1.84506 -1.13025 -8.06898  -0.040
H -0.17413 -1.60145 -5.24133  0.057
H 1.56400 -1.55899 -5.26772  0.076
H 0.71855 -2.68590 -6.30671  0.077
H -0.45754 -0.42138 -8.88219  0.110
H -0.79440 -1.93233 -7.99691  0.113
H -2.33907 -0.66058 -6.45944  0.098
H -2.68363 -0.18273 -8.07935  0.102
H -2.40645 1.71447 -6.31535  0.117
H -1.68850 1.75537 -7.95342  0.117
H 0.89383 3.30253 -5.81483  0.074
H -0.02293 3.30951 -7.31208  0.079
H -0.87097 3.61665 -5.78633  0.082
H -1.37332 1.69292 -4.16119  0.082
H -0.89757 0.09503 -4.51367  0.056
H 0.32682 1.17879 -4.05694  0.084
H 1.84663 -0.33948 -8.81915  0.078
H 1.69548 -2.08201 -8.57874  0.088
H 2.80573 -1.03990 -7.56199  0.076
H 2.43304 1.43782 -6.84289  0.110
C 8.41897 -6.06301 -2.40663  -0.028
C 7.79753 -6.06880 -3.79478  -0.477
C 6.75537 -4.92302 -3.89992  -0.146
C 7.32939 -3.56206 -4.24967  -0.180
C 8.21812 -3.71064 -5.49248  -0.137
C 9.39585 -4.73487 -5.32679  -0.482
N 8.81765 -6.03194 -4.88534  -0.150
O 9.79993 -6.99866 -4.85548  -0.005
C 9.99350 -4.86580 -6.74829  -0.039
C 10.45053 -4.18271 -4.35784  -0.032
C 7.02083 -7.35084 -4.18211  -0.039
H 7.66218 -6.05317 -1.62224  0.080
H 9.00988 -5.18151 -2.15789  0.072
H 9.00412 -6.97114 -2.26165  0.083
H 5.86192 -5.20983 -4.45454  0.112
H 6.27365 -4.78871 -2.93141  0.111
H 8.00256 -3.25255 -3.45021  0.094
H 6.58211 -2.76860 -4.25961  0.113
H 8.69112 -2.74285 -5.65908  0.112
H 7.53829 -3.85722 -6.33179  0.119
H 11.05154 -5.12369 -6.70210  0.077
H 9.41068 -5.47175 -7.44201  0.086
H 10.02911 -3.87436 -7.19980  0.075
H 10.09348 -3.68806 -3.45455  0.069
H 11.13066 -5.01984 -4.20055  0.085
H 11.08259 -3.44161 -4.84710  0.081
H 6.17163 -7.48443 -3.51196  0.086
H 7.61034 -8.26574 -4.24165  0.073
H 6.70791 -7.18984 -5.21374  0.085
H 9.39314 -7.67706 -5.39945  0.101
C 7.19672 2.56964 0.21572  -0.006
C 8.12610 3.10083 1.43350  -0.427
C 7.21452 4.18943 2.17402  -0.132
C 7.66912 4.61016 3.59748  -0.185
C 7.81210 3.37003 4.41535  -0.147
C 8.66872 2.19929 3.78476  -0.468
N 8.33920 1.95255 2.35975  -0.129
O 8.97886 0.84185 1.80733  -0.013
C 10.21552 2.43889 3.95678  -0.023
C 8.28231 0.99956 4.62348  -0.062
C 9.39277 3.86652 1.03349  -0.043
H 6.14340 2.64793 0.48492  0.065
H 7.45266 1.60029 -0.21202  0.066
H 7.29201 3.36278 -0.52588  0.073
H 7.22852 5.05812 1.51578  0.108
H 6.19178 3.81468 2.21494  0.104
H 6.89279 5.27494 3.97624  0.111
H 8.61070 5.15697 3.54713  0.105
H 6.83379 3.01581 4.74023  0.112
H 8.30146 3.60488 5.36058  0.119
H 10.77862 1.64697 3.46293  0.086
H 10.38453 3.49006 3.72318  0.058
H 10.56710 2.44181 4.98852  0.073
H 8.57302 0.07095 4.13230  0.077
H 8.70369 0.98172 5.62858  0.087
H 7.20342 0.87048 4.70960  0.078
H 10.04005 4.15402 1.86203  0.059
H 9.26074 4.79679 0.48098  0.080
H 9.99857 3.23967 0.37914  0.082
H 8.25126 0.39778 1.36574  0.092
C -9.16750 1.74941 8.46377  -0.034
C -7.94923 1.77118 7.53501  -0.461
C -8.35198 2.37397 6.11747  -0.126
C -7.20554 2.97425 5.28612  -0.184
C -6.41856 3.92721 6.15577  -0.152
C -5.80163 3.26778 7.40305  -0.468
N -6.86317 2.53989 8.18408  -0.153
O -6.46618 2.08272 9.41200  0.000
C -4.56501 2.33515 7.11129  -0.013
C -5.29319 4.44920 8.24040  -0.060
C -7.44911 0.34129 7.19478  -0.048
H -10.09767 1.63648 7.90687  0.081
H -9.19130 2.71177 8.97504  0.084
H -9.17133 0.99938 9.25468  0.080
H -8.79596 1.60381 5.48673  0.110
H -9.13721 3.12332 6.21745  0.109
H -7.48093 3.48496 4.36339  0.109
H -6.68956 2.10798 4.87207  0.104
H -6.97122 4.82387 6.43622  0.118
H -5.62754 4.41249 5.58403  0.116
H -3.85483 2.84493 6.46024  0.077
H -4.02975 2.06055 8.02024  0.078
H -4.94468 1.46093 6.58242  0.059
H -4.52000 5.03937 7.74848  0.086
H -6.11338 5.10702 8.52790  0.084
H -4.81060 4.10842 9.15641  0.075
H -6.71961 0.09161 6.42434  0.071
H -8.30845 -0.23900 6.85879  0.076
H -7.13137 -0.14231 8.11851  0.078
H -6.74737 2.79107 9.99577  0.104
C -11.42201 0.82674 -0.66453  -0.038
C -10.62686 1.18705 -1.97871  -0.450
C -9.81532 2.48268 -1.55990  -0.120
C -8.59565 2.82261 -2.47043  -0.187
C -7.65540 1.65976 -2.73398  -0.138
C -8.37827 0.28392 -2.96373  -0.476
N -9.69592 0.04889 -2.28089  -0.137
O -10.37625 -1.03350 -2.72403  -0.005
C -8.53084 0.11996 -4.47547  -0.057
C -7.37517 -0.78246 -2.53320  -0.046
C -11.62809 1.56872 -3.09130  -0.039
H -11.62768 -0.24361 -0.65222  0.067
H -12.33640 1.41616 -0.59692  0.080
H -10.90530 0.90345 0.29214  0.071
H -10.46154 3.32089 -1.82051  0.105
H -9.52000 2.41053 -0.51316  0.106
H -8.18027 3.71760 -2.00723  0.107
H -8.96402 3.10410 -3.45692  0.104
H -7.04102 1.60882 -1.83508  0.111
H -7.02587 1.93976 -3.57861  0.115
H -9.27089 0.71900 -5.00611  0.078
H -7.54475 0.27055 -4.91486  0.080
H -8.80304 -0.86306 -4.85975  0.076
H -7.65438 -1.70818 -3.03639  0.083
H -6.42813 -0.47336 -2.97555  0.081
H -7.19878 -0.76832 -1.45766  0.089
H -12.18479 2.47689 -2.86018  0.079
H -12.27668 0.69595 -3.16694  0.078
H -11.24486 1.73924 -4.09736  0.071
H -10.23629 -1.66104 -2.01115  0.111
C 1.69545 -1.59464 0.20816  -0.031
C 1.81405 -2.00310 1.71943  -0.445
C 1.91364 -0.74610 2.59091  -0.144
C 0.56710 -0.02378 2.70950  -0.187
C -0.51047 -0.89521 3.22242  -0.150
C -0.61783 -2.25272 2.46989  -0.493
N 0.66943 -2.86831 2.11243  -0.130
O 0.51789 -4.04380 1.43151  -0.001
C -1.27677 -3.23374 3.41604  -0.053
C -1.60220 -2.05286 1.28099  -0.036
C 3.19846 -2.75910 1.93183  -0.031
H 1.72295 -2.38293 -0.54413  0.075
H 2.50309 -0.94401 -0.12726  0.081
H 0.70689 -1.18097 0.00886  0.053
H 2.45288 -0.88094 3.52853  0.118
H 2.65161 -0.11218 2.09934  0.112
H 0.29573 0.31076 1.70823  0.111
H 0.69278 0.87551 3.31246  0.114
H -1.41106 -0.28326 3.17194  0.120
H -0.49284 -1.16746 4.27772  0.114
H -0.61576 -3.45999 4.25268  0.091
H -2.19018 -2.77248 3.79158  0.090
H -1.50415 -4.16441 2.89619  0.080
H -1.76074 -3.00752 0.77942  0.074
H -2.58618 -1.65918 1.53576  0.082
H -1.25838 -1.46080 0.43285  0.062
H 3.12272 -3.46898 2.75550  0.075
H 4.13774 -2.22787 2.08559  0.074
H 3.36089 -3.35467 1.03349  0.065
H 0.54385 -4.80003 2.02231  0.108

orbital gap: 8.0 eV
E_LUMO: 0.088 eV
SMILES string: CC1(C)CCCC(C)(C)N1O.CC1(C)CCCC(C)(C)N1O.CC1(C)CCCC(C)(C)N1O.CC1(C)CCCC(C)(C)N1O.CC1(C)CCCC(C)(C)N1O.CC1(C)CCCC(C)(C)N1O.CC1(C)CCCC(C)(C)N1O.CC(C)O.CC(C)O
HOMO level: -7.931 eV
largest force on an atom: 4.6 eV Å⁻¹


ORCA calculation (ωB97M-V with the def2-TZVPD basis set) on 2 unconnected molecules or ions with the total composition H6O2Si2 at a distorted geometry.

Last column: Löwdin charge in e.
CARTESIAN COORDINATES (ANGSTROEM)
O 0.33016 0.20700 0.23686  -0.328
O -2.36795 -0.39475 -1.40273  -0.336
Si 1.85160 -0.13557 0.48023  0.451
Si -2.82859 -0.32414 0.10089  0.661
H -0.30986 0.88036 0.27913  -0.055
H -1.76264 -0.03955 -1.95989  -0.009
H 1.66012 -1.58296 1.01700  -0.047
H 2.84363 -0.21182 -0.66033  -0.081
H 2.55614 0.72536 1.43859  -0.089
H -1.97261 0.87607 0.47025  -0.167

orbital gap: 8.8 eV
E_LUMO: -0.042 eV
HOMO level: -8.814 eV
largest force on an atom: 4.0 eV Å⁻¹